Record 1
The following is a DFT calculation (the ωB97M-V functional and the def2-TZVPD basis) of a structure of composition C27H28ClCuN7O3 at a distorted geometry.

The geometry in XYZ format:
```
67
Properties=species:S:1:pos:R:3:forces:R:3
Cu 0.8158 0.9142 0.2972 -0.2 -0.2 0.1
C -0.2831 2.2523 7.2620 0.0 0.0 -0.2
C -0.2687 1.6475 5.8731 -0.1 0.0 0.2
C -1.2357 0.7414 5.4413 0.0 -0.1 -0.1
C -1.2222 0.2087 4.1640 0.1 0.1 0.0
C -0.2197 0.5151 3.1965 -0.2 -0.2 -0.3
N -0.2242 0.0448 1.9189 0.2 -0.2 0.4
C -0.9114 -1.1207 1.6075 -0.1 0.4 0.2
C -0.7975 -2.2900 2.3861 0.0 0.0 0.0
C -1.5180 -3.4438 2.1338 0.1 0.1 0.1
C -2.3807 -3.5188 1.0445 -0.1 -0.1 0.1
C -3.1904 -4.7627 0.7439 0.2 0.1 0.0
C -2.4517 -2.4092 0.2226 0.0 0.1 -0.2
C -1.7488 -1.2354 0.4767 -0.1 0.2 -0.3
N -1.9363 -0.1526 -0.4630 0.1 -0.2 0.5
C -2.9616 -0.0172 -1.3440 0.1 0.0 0.1
C -2.7326 1.1210 -2.0721 0.2 0.3 0.0
C -1.5177 1.6304 -1.5619 -0.2 0.0 0.0
N -1.0526 0.8598 -0.5917 -0.4 -0.1 -0.6
C 0.7485 1.4511 3.6638 0.2 0.1 -0.1
C 0.6973 1.9937 4.9440 0.1 0.1 -0.2
N 1.8604 1.8739 2.8505 -0.2 -0.2 0.1
C 3.1353 2.0286 3.2769 -0.1 -0.1 -0.1
C 3.8502 2.5949 2.2492 0.1 0.1 -0.2
C 2.9116 2.7457 1.2124 0.1 0.1 0.0
N 1.7118 2.3085 1.5763 0.3 0.2 0.4
H -0.9727 1.7093 7.9135 0.0 0.0 0.0
H -0.6003 3.3021 7.2503 0.0 -0.1 0.0
H 0.7079 2.2193 7.7256 -0.1 0.0 0.0
H -2.0358 0.4562 6.1230 0.1 0.0 -0.1
H -2.0107 -0.4709 3.8712 0.0 0.0 0.0
H -0.1079 -2.2537 3.2229 -0.1 0.0 0.0
H -1.3990 -4.3063 2.7866 0.0 0.1 0.0
H -3.2127 -5.4308 1.6080 0.0 0.0 0.0
H -2.7732 -5.3256 -0.0992 0.0 0.1 0.1
H -4.2231 -4.5106 0.4891 0.0 0.0 0.0
H -3.0649 -2.4760 -0.6714 0.1 0.0 0.1
H -3.7822 -0.7136 -1.3864 0.1 0.1 0.1
H -3.3570 1.5331 -2.8530 0.1 -0.1 0.1
H -0.9483 2.5014 -1.8587 -0.1 -0.1 0.0
H 1.4511 2.7287 5.2130 0.0 0.0 0.0
H 3.4360 1.7077 4.2616 -0.1 0.0 -0.1
H 4.9032 2.8375 2.2367 -0.2 0.0 0.0
H 3.0510 3.1301 0.2103 0.0 -0.1 0.1
N 0.2521 -2.0633 -1.7881 0.0 0.2 -0.9
C 0.1819 -1.5597 -2.8346 -0.3 0.1 0.2
N 0.1017 -0.9808 -4.0444 0.2 -0.5 0.3
C -0.0900 0.4637 -4.1999 -0.5 -0.3 -0.2
C 0.6052 0.8913 -5.4659 0.0 -0.2 0.0
O 0.1515 0.1387 -6.5976 0.1 -0.1 0.0
C 0.3966 -1.2473 -6.4207 0.0 0.3 0.0
C -0.3168 -1.7771 -5.1970 0.0 0.1 0.3
H 0.3442 0.9840 -3.3492 -0.2 -0.2 -0.2
H -1.1577 0.6929 -4.2654 -0.1 -0.1 -0.1
H 1.6865 0.7634 -5.3451 0.0 0.0 0.0
H 0.3959 1.9367 -5.6764 0.0 0.0 0.0
H 1.4725 -1.4264 -6.3105 0.1 0.0 0.0
H 0.0437 -1.7549 -7.3170 0.0 0.0 -0.1
H -0.0617 -2.8201 -5.0291 0.0 -0.1 0.0
H -1.3983 -1.6944 -5.3445 -0.1 0.0 0.0
Cl 4.9434 2.1649 -2.6783 -0.1 -0.1 0.0
C 3.8121 0.7625 -2.7992 0.0 0.1 0.0
C 2.4971 1.0700 -2.0759 -0.2 0.2 0.3
O 1.6664 1.7867 -2.6811 1.0 0.2 0.8
O 2.4014 0.5441 -0.9334 0.0 0.2 -0.5
H 4.3013 -0.0891 -2.3431 0.1 0.0 0.0
H 3.6315 0.5948 -3.8554 0.1 0.0 -0.1
```
Positions in Å, forces in eV/Å.

## Properties
**Energy relative to the best compared isomer or geometry (same formula, charge and spin)**: 0.0 kcal per mole
**LUMO energy**: 2.75 eV
**Total charge**: -1
**E**: -3755.418416 a.u.
**Orbital gap**: 6.2 eV
**E_HOMO**: -0.1286 Eh

Mulliken population analysis, charges in e, atoms 1 to 6:
1 Cu -0.0495
2 C -1.4637
3 C 0.3853
4 C -1.1831
5 C -0.2108
6 C 0.5851

---

Record 2
The following is a DFT calculation (the ωB97M-V functional and the def2-TZVPD basis) of a structure of composition C27H28ClHgIN4OSe.

The geometry in XYZ format:
```
64
Properties=species:S:1:pos:R:3:forces:R:3
Hg -2.0397 5.3637 0.5461 0.1 0.0 0.1
I -3.6430 2.7388 2.0327 0.0 0.0 0.0
C -1.8116 2.3948 3.0049 0.0 0.0 0.0
C -1.8065 1.2819 3.8004 0.0 0.0 0.0
C -0.6456 0.9076 4.5033 0.0 0.0 0.0
C 0.4762 1.6681 4.3838 0.0 0.0 0.0
C 0.4872 2.8351 3.5811 0.0 0.0 0.0
C 1.6711 3.6085 3.5167 0.0 0.0 0.0
C 1.7028 4.7525 2.7805 0.0 0.0 0.0
C 0.5561 5.1575 2.0656 0.0 0.0 0.0
C -0.6201 4.4440 2.0659 -0.1 0.0 0.0
C -0.6744 3.2493 2.8521 0.0 0.0 0.0
H -2.6999 0.6784 3.8854 0.0 0.0 0.0
H -0.6567 0.0197 5.1237 0.0 0.0 0.0
H 1.3851 1.4023 4.9123 0.0 0.0 0.0
H 2.5388 3.2715 4.0732 0.0 0.0 0.0
H 2.6018 5.3558 2.7333 0.0 0.0 0.0
H 0.6311 6.0694 1.4845 0.0 0.0 0.0
C -0.8355 -0.4095 0.9582 0.1 0.0 0.0
C -0.5294 -1.5715 -0.0045 0.0 0.0 0.0
C -0.9460 -2.8677 0.7078 0.0 0.0 0.0
C 0.9897 -1.6068 -0.1981 0.0 0.0 0.0
C -1.3168 -1.4235 -1.3564 0.0 0.0 0.0
O -2.6544 -0.9823 -1.0731 0.0 0.0 0.0
C -1.5027 -2.7192 -2.2027 0.0 0.0 0.0
C -0.4952 -3.1380 -3.2876 0.0 0.0 0.0
C 0.8089 -3.7363 -2.8312 0.0 0.0 0.0
C 2.0243 -3.1772 -3.2071 0.0 0.0 0.0
C 3.2295 -3.7101 -2.7723 0.0 0.0 0.0
C 3.2146 -4.8237 -1.9526 0.0 0.0 0.0
Cl 4.7171 -5.4996 -1.3914 0.0 0.0 0.0
C 2.0194 -5.4148 -1.5751 0.0 0.0 0.0
C 0.8274 -4.8696 -2.0223 0.0 0.0 0.0
C -0.7694 -0.3543 -2.3097 0.0 0.0 0.0
N -0.6665 0.9790 -1.7692 0.0 0.1 0.0
C -1.6292 1.8141 -1.3485 0.0 -0.1 0.1
N -1.0950 2.8992 -0.8380 -0.1 0.0 -0.1
C 0.2369 2.6887 -0.9838 0.0 0.0 0.0
N 0.5474 1.5401 -1.5465 0.0 -0.1 0.1
H -0.3216 -0.6011 1.9019 0.0 0.0 0.0
H -1.8970 -0.3020 1.1809 0.0 0.0 0.0
H -0.4726 0.5505 0.5980 0.0 0.0 0.0
H -0.5386 -2.8619 1.7198 0.0 0.0 0.0
H -0.5611 -3.7557 0.2044 0.0 0.0 0.0
H -2.0320 -2.9734 0.8026 0.0 0.0 0.0
H 1.4604 -1.7118 0.7822 0.0 0.0 0.0
H 1.3596 -0.6798 -0.6368 0.0 0.0 0.0
H 1.3144 -2.4491 -0.8053 0.0 0.0 0.0
H -2.9591 -1.4014 -0.2623 0.0 0.0 0.0
H -2.4446 -2.5392 -2.7246 0.0 0.0 0.0
H -1.6950 -3.5626 -1.5383 0.0 0.0 0.0
H -0.2887 -2.3029 -3.9584 0.0 0.0 0.0
H -1.0089 -3.8832 -3.9029 0.0 0.0 0.0
H 2.0343 -2.2934 -3.8344 0.0 0.0 0.0
H 4.1704 -3.2601 -3.0568 0.0 0.0 0.0
H 2.0282 -6.2898 -0.9398 0.0 0.0 0.0
H -0.1071 -5.3327 -1.7263 0.0 0.0 0.0
H -1.4328 -0.3266 -3.1780 0.0 0.0 0.0
H 0.2296 -0.6142 -2.6508 0.0 0.0 0.0
H -2.6776 1.5766 -1.4085 0.0 0.0 0.0
H 0.9774 3.4097 -0.6771 0.0 0.0 0.0
Se -0.2218 6.3846 -1.5853 0.0 0.0 0.0
C 0.5011 7.7646 -0.6280 0.0 0.1 0.0
N 0.9554 8.6394 -0.0176 0.0 0.0 0.0
```
Positions in Å, forces in eV/Å.

## Properties
**Energy relative to the best compared isomer or geometry (same formula, charge and spin)**: 0.0 kcal per mole
**2S+1**: 2
**LUMO energy (spin up / spin down)**: 1.95 / 1.95 eV
**Total charge**: -1
**E**: -4652.710103 a.u.
**Orbital gap (spin up / spin down)**: 4.9 / 6.3 eV
**⟨S²⟩**: 0.758
**E_HOMO (spin up / spin down)**: -0.1097 / -0.1594 Eh

Mulliken population analysis, charges in e, atoms 1 to 6:
1 Hg 0.0859
2 I 0.0437
3 C -0.0934
4 C -0.5576
5 C -0.5482
6 C -0.8919

---

Record 3
The following is a DFT calculation (the ωB97M-V functional and the def2-TZVPD basis) of a structure of composition C27H28ClIrN6O at a distorted geometry.

The geometry in XYZ format:
```
64
Properties=species:S:1:pos:R:3:forces:R:3
Ir -0.1953 0.0263 0.2158 1.3 0.0 1.3
C 0.7554 2.0837 2.0022 0.0 0.2 0.1
C -0.5363 1.7354 2.6796 -0.1 0.1 -0.1
N -1.0044 0.4250 2.1470 0.1 -0.3 0.1
C -2.5109 0.3405 2.1506 0.0 0.0 -0.1
C -3.0581 0.3663 0.7470 0.0 -0.1 0.0
C -4.3812 0.5627 0.4032 0.0 0.0 0.0
C -4.7243 0.5137 -0.9409 0.0 0.0 0.0
C -3.7547 0.2722 -1.9086 0.0 0.0 0.0
C -2.4480 0.0942 -1.5079 0.0 0.0 0.0
C -1.3236 -0.2522 -2.4560 0.0 -0.1 -0.1
N 0.0482 -0.2034 -1.8169 -0.2 0.2 0.0
C 1.0579 0.8247 -2.2507 0.0 -0.2 -0.2
C 1.7918 2.2423 -0.2318 0.1 0.1 0.3
N 0.5322 2.0209 0.5331 -0.8 -0.2 -0.8
N -2.1431 0.1441 -0.1999 0.0 0.2 0.0
H 1.5454 1.3735 2.2478 0.0 0.0 0.0
H 1.0870 3.0808 2.3009 0.0 0.0 -0.1
H -1.2856 2.4813 2.4074 0.0 0.0 0.0
H -0.4576 1.7292 3.7663 0.0 -0.1 0.0
H -0.6558 -0.3463 2.7115 0.0 0.2 0.3
H -2.9215 1.1728 2.7212 0.0 0.0 0.1
H -2.8168 -0.5734 2.6611 0.0 -0.1 -0.1
H -5.1271 0.7477 1.1642 0.0 0.0 0.0
H -5.7539 0.6616 -1.2388 0.0 0.0 0.0
H -4.0197 0.2191 -2.9561 0.0 0.0 0.0
H -1.3614 0.3662 -3.3480 0.0 0.0 0.0
H -1.4753 -1.2836 -2.7808 0.0 0.0 0.0
H 0.4915 -1.0963 -2.0128 -0.1 -0.1 0.0
H 0.0244 1.8167 -3.7648 -0.1 0.1 0.0
H 1.6145 0.4067 -3.0905 0.0 -0.1 0.1
H 1.7490 3.1535 -0.8219 -0.1 0.0 0.0
H 2.6072 2.3538 0.4833 0.0 0.1 0.0
H -0.1931 2.6682 0.2206 0.2 0.2 0.0
Cl 4.5608 -5.3289 2.1109 0.1 0.0 0.0
C 3.2445 -4.3502 1.7854 0.0 0.1 0.0
C 1.9464 -4.7406 2.1927 0.0 0.0 0.0
C 0.8895 -3.9263 1.9375 0.0 0.0 0.1
C 1.0548 -2.6630 1.2676 0.0 0.2 0.2
O 0.0261 -1.9312 1.1358 -0.7 -0.5 -0.9
C 2.3901 -2.2897 0.8309 -0.1 0.1 -0.1
C 2.6779 -1.0726 0.0746 -0.1 -0.2 -0.1
N 1.8550 -0.1177 -0.1119 0.1 0.3 -0.1
C 2.0895 1.0160 -1.0809 0.2 -0.1 -0.1
C 3.4562 1.1368 -1.6961 -0.1 -0.1 0.3
C 3.7139 1.9686 -2.7061 -0.2 0.1 -0.5
C 2.8128 2.9198 -3.3787 0.7 -0.1 0.3
C 1.4984 3.1233 -3.2223 -0.7 0.3 -0.1
C 0.9010 4.4078 -3.6027 0.5 -0.4 -0.2
C -0.3349 4.7169 -3.2073 -0.4 -0.1 0.3
C -1.0314 3.8160 -2.2886 -0.1 0.3 -0.2
N -0.6641 2.6247 -1.9984 0.3 -0.2 0.0
C 0.4520 2.1126 -2.7942 0.0 0.1 0.0
C 3.4401 -3.1323 1.0895 0.0 -0.1 0.0
H 1.8142 -5.6884 2.6980 0.0 0.0 0.0
H -0.1160 -4.2033 2.2253 0.0 0.0 0.0
H 3.6534 -1.0356 -0.4035 0.0 0.0 0.0
H 4.2883 0.5842 -1.2797 0.0 0.1 0.1
H 4.7468 2.0231 -3.0283 0.0 0.0 -0.1
H 3.3257 3.6393 -4.0091 0.1 0.1 0.2
H 1.5161 5.1409 -4.1119 0.0 -0.1 -0.1
H -0.7734 5.6775 -3.4384 0.0 0.0 0.1
H -1.9103 4.1958 -1.7718 0.0 0.0 0.0
H 4.4443 -2.8777 0.7723 0.0 0.0 0.0
```
Positions in Å, forces in eV/Å.

## Properties
**Energy relative to the best compared isomer or geometry (same formula, charge and spin)**: 23.7 kcal per mole
**2S+1**: 2
**LUMO energy (spin up / spin down)**: -9.18 / -11.18 eV
**Total charge**: +3
**E**: -2013.007209 a.u.
**Orbital gap (spin up / spin down)**: 7.1 / 5.1 eV
**⟨S²⟩**: 0.775
**E_HOMO (spin up / spin down)**: -0.5997 / -0.5996 Eh

Mulliken population analysis, charges in e, atoms 1 to 6:
1 Ir 1.6490
2 C -0.7867
3 C -0.8486
4 N -0.3872
5 C -1.4622
6 C 1.1316

---

Look up the total charge of the first one. -1